{
  "formula": "C6H9F3O3S",
  "method": "ωB97M-V with the def2-TZVPD basis set",
  "lumo_energy_ev": 0.55,
  "homo_energy_ev": -11.178,
  "fmax_ha_per_bohr": 0.0568,
  "molar_mass_da": 218.20,
  "e_above_lowest_kcal_mol": 8.7,
  "energy_ha": -1157.47944,
  "species": ["H", "H", "C", "O", "H", "F", "O", "H", "C", "F", "C", "F", "H", "O", "H", "C", "C", "H", "H", "H", "S", "C"],
  "xyz": [[-1.206, -0.781, -2.375], [0.604, -1.428, -1.796], [-0.576, -0.251, -0.393], [-0.552, 1.358, 1.174], [1.147, 2.098, -0.613], [-0.622, -2.543, -0.066], [-1.060, 2.424, -0.900], [1.854, -1.211, 1.023], [1.139, -0.536, 1.630], [-2.468, -1.503, -0.297], [1.557, 1.317, -0.103], [-1.466, -1.346, 1.580], [1.819, -0.007, 2.367], [-2.911, 1.078, 0.120], [0.324, 0.166, -2.265], [0.468, 0.402, 0.557], [-0.227, -0.646, -1.848], [2.281, 1.878, 0.574], [2.121, 0.737, -0.861], [0.540, -1.114, 2.359], [-1.514, 1.313, -0.105], [-1.252, -1.406, 0.237]]
}

=====

{
  "formula": "C4H9N2O2",
  "method": "ωB97M-V with the def2-TZVPD basis set",
  "lumo_energy_ev": 3.65,
  "homo_energy_ev": -3.843,
  "total_charge": -1,
  "smiles": "CNCCNC(=O)[O-]",
  "fmax_ha_per_bohr": 0.0271,
  "molar_mass_da": 117.13,
  "e_above_lowest_kcal_mol": 15.0,
  "energy_ha": -417.85874,
  "species": ["H", "H", "C", "H", "C", "H", "C", "C", "H", "N", "O", "H", "H", "H", "N", "O", "H"],
  "xyz": [[0.735, 0.450, 2.362], [0.363, 1.241, 0.315], [-2.500, 0.474, -1.059], [1.860, -0.936, 2.663], [0.817, 0.421, -0.249], [-1.675, -1.277, -0.299], [1.588, -0.145, 1.970], [-0.123, -0.194, -1.294], [0.296, -1.172, -1.589], [-1.448, -0.436, -0.784], [-3.639, 0.042, -0.736], [-0.188, 0.433, -2.174], [2.306, 0.684, 1.912], [0.747, -1.442, 0.575], [1.348, -0.642, 0.630], [-2.167, 1.582, -1.516], [1.680, 0.916, -0.727]]
}

=====

{
  "formula": "C37H38NO6TeTi",
  "method": "ωB97M-V with the def2-TZVPD basis set",
  "lumo_energy_ev": [0.33, 0.32],
  "homo_energy_ev": [-6.973, -8.251],
  "fmax_ha_per_bohr": 0.0360,
  "molar_mass_da": 768.18,
  "e_above_lowest_kcal_mol": 0.0,
  "energy_ha": -3056.53386,
  "spin_multiplicity": 2,
  "species": ["H", "C", "H", "H", "C", "H", "H", "C", "H", "H", "O", "C", "H", "H", "C", "H", "C", "H", "H", "C", "C", "C", "H", "H", "Te", "C", "H", "C", "O", "C", "H", "C", "H", "H", "H", "H", "H", "H", "O", "N", "H", "C", "H", "H", "C", "H", "H", "H", "C", "O", "C", "C", "C", "H", "C", "C", "C", "O", "C", "C", "C", "H", "H", "C", "O", "C", "H", "H", "H", "C", "H", "C", "H", "C", "H", "C", "C", "C", "C", "C", "Ti", "H", "C", "C"],
  "xyz": [[2.383, 2.098, -1.939], [3.244, 0.904, 1.461], [-0.393, -3.247, 0.365], [0.275, -3.485, 4.574], [-1.945, 1.271, 2.533], [2.123, 3.865, -2.126], [4.465, -1.856, 3.362], [-3.289, 1.974, 6.043], [-5.423, 2.444, -0.427], [-0.598, 3.326, -2.219], [-3.633, -0.490, 2.658], [-4.580, 2.770, 0.170], [2.180, 0.387, 6.201], [-4.232, 1.898, 6.574], [4.738, 1.039, 1.416], [-5.419, -2.370, 1.874], [-2.795, 2.236, 1.702], [-3.843, -2.571, 1.070], [3.280, 3.255, -0.921], [-3.125, 4.512, 0.952], [-0.698, 2.591, -1.423], [-4.383, -2.685, 2.012], [-2.130, -0.400, 1.236], [-0.412, -5.729, 0.228], [0.801, 2.983, 0.012], [-1.488, -1.206, 3.133], [-5.424, -1.439, 4.313], [1.078, -0.500, 4.597], [0.096, -1.154, 1.248], [-4.432, -1.890, 4.406], [-3.858, -1.331, 5.147], [-0.102, -1.688, 2.557], [-4.185, 0.796, 0.920], [2.394, -2.350, 2.118], [-0.083, 2.961, 6.488], [4.367, -0.450, 5.405], [-4.758, 4.828, -0.418], [5.636, 0.819, -0.593], [2.477, 1.403, 2.324], [2.710, 0.253, 0.438], [-2.219, 2.769, 7.733], [-4.208, 4.105, 0.174], [-4.111, 1.233, 4.209], [4.983, 2.101, 1.357], [2.336, 3.057, -1.429], [-1.594, 3.905, 2.317], [-4.364, -3.739, 2.298], [-0.563, 1.583, -1.803], [-0.264, -5.240, 1.184], [3.568, -0.710, -1.485], [3.521, -1.444, 3.701], [-2.294, -0.205, 2.292], [-0.260, -3.848, 1.254], [-4.543, -2.923, 4.742], [0.121, -3.978, 3.618], [2.242, -0.202, 5.295], [3.464, -0.672, 4.850], [-0.609, 1.383, 2.077], [-0.898, 2.176, 4.662], [0.115, -5.362, 3.552], [-3.719, -1.852, 3.079], [-1.350, -0.781, 4.124], [0.037, 2.255, 4.127], [-2.432, 3.584, 1.710], [-2.384, -2.304, 3.226], [-2.162, 2.463, 6.694], [5.182, 0.655, 2.334], [-2.823, 5.553, 0.968], [-1.667, 2.693, -0.935], [5.084, 0.249, 0.151], [-0.079, -7.082, 2.276], [-2.018, 1.673, 4.009], [0.262, -5.946, 4.453], [-3.877, 1.837, 0.931], [0.141, -0.140, 4.994], [-0.968, 2.569, 5.996], [-3.223, 1.589, 4.711], [-0.079, -6.000, 2.331], [-0.069, -3.215, 2.472], [2.361, -1.711, 2.990], [0.836, 0.470, 1.521], [5.650, -0.659, 0.354], [1.121, -1.234, 3.420], [3.730, -0.157, -0.434]]
}

=====

{
  "formula": "C25H40BClO8Si2",
  "method": "ωB97M-V with the def2-TZVPD basis set",
  "lumo_energy_ev": 0.50,
  "homo_energy_ev": -9.345,
  "fmax_ha_per_bohr": 0.0247,
  "molar_mass_da": 571.02,
  "energy_ha": -2642.84806,
  "species": ["C", "C", "H", "H", "C", "O", "C", "Si", "O", "Si", "H", "H", "H", "C", "H", "C", "H", "H", "C", "C", "H", "B", "H", "H", "C", "C", "H", "C", "H", "O", "H", "H", "C", "H", "C", "H", "H", "O", "O", "H", "C", "H", "Cl", "H", "C", "C", "H", "H", "C", "O", "H", "C", "C", "C", "H", "H", "H", "O", "H", "H", "H", "C", "H", "H", "C", "C", "H", "H", "H", "C", "H", "H", "H", "C", "O", "H", "H"],
  "xyz": [[1.641, 1.646, -0.328], [1.565, 0.478, 3.138], [3.754, -6.777, 0.478], [-0.845, 6.629, -1.597], [0.422, -6.464, 0.981], [-4.417, -2.686, -2.385], [0.098, 6.965, -1.186], [-0.455, -0.563, -1.684], [4.470, -0.644, 1.296], [1.629, -0.164, 0.306], [-0.672, -4.625, 0.899], [2.051, 9.724, -1.019], [-0.434, -2.539, -3.081], [1.653, -0.228, 4.473], [1.326, -3.257, 0.357], [0.891, 6.089, -0.459], [-2.253, -3.903, -2.149], [2.216, 0.415, 5.158], [-4.143, -2.689, -1.206], [-2.978, 0.733, -1.513], [4.689, 0.280, 1.467], [3.571, -0.775, 0.244], [-5.920, -3.511, -0.395], [1.016, 1.408, 3.268], [1.725, 8.704, -0.862], [-5.755, -1.416, 0.199], [4.869, -1.096, -1.180], [2.101, 6.519, 0.067], [-1.087, -3.494, -0.912], [0.343, -0.454, 4.979], [-3.700, 1.975, -3.109], [3.534, -4.335, 0.161], [-1.236, -2.050, -2.521], [-5.077, -0.807, 0.789], [1.665, -7.070, 0.867], [1.204, -1.441, 2.280], [0.140, -0.066, -3.745], [-2.883, -2.534, -0.746], [0.768, -1.155, -0.726], [-3.766, 1.018, -0.813], [2.865, 2.356, 0.100], [-0.451, -7.060, 1.215], [2.706, 3.350, 1.582], [3.465, 8.161, 0.269], [1.418, -4.325, 0.504], [-5.156, -2.799, -0.101], [2.594, 0.737, 2.877], [-4.639, -3.166, 0.784], [0.959, -0.402, 2.035], [3.926, 2.338, -0.457], [-1.316, 1.389, -0.376], [0.514, 8.274, -1.385], [2.784, -6.304, 0.570], [-1.702, 0.419, -0.704], [-5.983, -0.912, -0.740], [2.715, 5.832, 0.632], [-1.979, 1.669, -3.213], [0.225, 0.359, -2.887], [-2.635, 2.821, -2.012], [2.224, -1.157, 4.378], [-6.703, -1.534, 0.720], [-1.836, -3.072, -1.577], [0.566, 5.068, -0.300], [-1.965, -0.120, 0.207], [2.520, 7.826, -0.137], [0.299, -5.093, 0.800], [-0.107, 8.960, -1.947], [0.791, 2.185, 0.089], [1.762, -8.138, 1.010], [-2.790, 1.867, -2.516], [1.648, 1.685, -1.416], [-2.001, -1.735, -3.232], [0.395, -0.518, 5.935], [2.661, -4.933, 0.392], [3.980, -1.367, -0.920], [-0.131, -0.355, 2.069], [-3.343, -0.147, -2.041]]
}

=====

{
  "formula": "C5H10N2O4S",
  "method": "ωB97M-V with the def2-TZVPD basis set",
  "lumo_energy_ev": 0.60,
  "homo_energy_ev": -9.560,
  "smiles": "CC[C@@H]1[C@@H](N)C(=O)N1S(=O)(=O)O",
  "fmax_ha_per_bohr": 0.0656,
  "molar_mass_da": 194.21,
  "e_above_lowest_kcal_mol": 0.0,
  "energy_ha": -1005.12275,
  "species": ["C", "H", "H", "C", "S", "H", "C", "H", "O", "H", "H", "C", "O", "N", "O", "H", "C", "H", "H", "O", "H", "N"],
  "xyz": [[0.747, -1.254, 0.433], [0.664, -1.160, 1.495], [1.140, 1.268, 1.007], [0.657, 1.330, 0.069], [-2.580, -0.637, -0.217], [2.891, -1.274, 0.762], [-0.895, 1.533, 0.188], [0.483, -0.352, -1.523], [-1.599, 2.483, 0.384], [0.630, 2.614, -1.541], [-0.003, -1.930, -0.006], [2.182, -1.699, 0.125], [-2.745, -0.711, 1.371], [-1.222, 0.328, -0.304], [-2.098, -1.911, -0.608], [2.623, -1.436, -0.897], [0.410, -0.086, -0.468], [1.681, 3.072, -0.500], [2.431, -2.755, 0.220], [-3.650, 0.102, -0.771], [-3.035, 0.225, 1.616], [1.288, 2.251, -0.835]]
}

=====

{
  "formula": "C6H2F2",
  "method": "ωB97M-V with the def2-TZVPD basis set",
  "lumo_energy_ev": [-1.23, -1.07],
  "homo_energy_ev": [-9.603, -9.909],
  "fmax_ha_per_bohr": 0.0906,
  "molar_mass_da": 112.08,
  "e_above_lowest_kcal_mol": 0.0,
  "energy_ha": -429.35688,
  "species": ["C", "C", "C", "H", "C", "F", "F", "H", "C", "C"],
  "xyz": [[-0.757, -0.784, 0.986], [0.131, -1.796, 0.158], [-0.823, 0.569, 0.777], [1.476, 0.827, -1.724], [0.884, -0.924, -0.449], [0.134, -3.080, 0.334], [-1.813, 1.362, 1.276], [-0.088, 2.200, -0.358], [0.016, 1.221, -0.156], [0.840, 0.406, -0.843]]
}

=====

{
  "formula": "C34H39N2O4Pd",
  "method": "ωB97M-V with the def2-TZVPD basis set",
  "lumo_energy_ev": [-2.02, -6.93],
  "homo_energy_ev": [-11.096, -11.118],
  "total_charge": 1,
  "fmax_ha_per_bohr": 0.0645,
  "molar_mass_da": 646.12,
  "energy_ha": -1856.86818,
  "spin_multiplicity": 5,
  "species": ["H", "N", "H", "H", "H", "C", "H", "C", "C", "H", "C", "H", "C", "C", "H", "C", "H", "C", "C", "H", "C", "C", "C", "C", "C", "H", "H", "H", "C", "C", "C", "H", "C", "C", "C", "H", "C", "H", "O", "C", "H", "H", "C", "O", "C", "H", "C", "C", "H", "Pd", "H", "H", "H", "C", "H", "H", "H", "O", "C", "C", "H", "H", "O", "H", "H", "H", "H", "N", "H", "C", "H", "H", "H", "H", "H", "C", "C", "H", "C", "C"],
  "xyz": [[2.085, 3.639, 2.752], [0.690, 1.012, 1.668], [1.152, -2.368, 2.208], [-1.783, 0.414, -2.095], [-1.568, 2.036, 7.580], [-1.365, 2.443, 6.594], [-2.537, 1.301, 2.145], [2.812, 2.629, 5.535], [-0.834, 3.478, 4.040], [-2.315, -1.906, -0.830], [2.132, -1.272, 0.496], [-0.192, 3.423, -4.468], [-0.869, -1.227, -8.347], [2.386, 1.644, 4.640], [0.569, 1.822, -2.460], [-2.281, 0.764, 1.237], [-0.605, 3.894, 3.046], [0.385, -0.383, -8.116], [-2.146, 3.486, 6.082], [4.734, -0.735, 5.215], [1.616, -1.172, -8.555], [0.618, -2.042, -1.092], [0.630, 0.738, 2.999], [1.170, -2.086, 1.170], [0.238, -2.569, 0.196], [-1.742, 2.402, -0.255], [1.673, -2.081, -7.927], [2.292, -0.678, -1.688], [3.089, 0.446, 4.505], [-2.201, -0.935, -0.350], [0.234, 1.005, -8.807], [3.019, -0.819, 0.936], [-1.929, 0.300, -1.024], [-1.916, 3.968, 4.788], [-2.353, -0.637, 1.063], [0.465, -0.805, -4.724], [1.774, -1.212, -0.893], [2.263, 3.576, 5.619], [1.436, 2.818, 0.342], [1.250, 2.283, 1.423], [-0.591, 1.936, -7.090], [2.545, -0.597, -8.426], [1.223, 2.044, -3.345], [0.199, -0.285, 3.558], [-0.019, 2.490, 4.587], [1.196, 2.121, -7.221], [0.306, 2.460, -4.527], [3.945, 2.401, 6.324], [-0.774, 1.223, -9.197], [-0.096, -0.286, 0.211], [-2.552, -1.387, 1.828], [1.525, -1.480, -9.624], [-1.032, 0.947, -5.552], [0.398, 0.096, -4.064], [0.305, 1.109, 6.224], [5.554, 1.028, 6.790], [0.106, -0.237, -3.016], [0.511, 0.112, -6.761], [1.165, 1.964, 3.772], [-1.917, 1.345, -0.025], [-1.795, -0.681, -8.085], [-1.434, 1.379, -3.854], [1.716, 0.760, -3.994], [0.155, -2.254, -2.047], [-0.950, -1.510, -9.423], [0.923, 2.438, -5.475], [4.281, 3.167, 7.028], [1.520, 2.816, 2.676], [2.032, 2.722, -3.010], [4.649, 1.197, 6.200], [2.763, -0.314, 3.791], [-2.555, 4.740, 4.355], [-0.583, -3.246, 0.415], [-0.795, -2.154, -7.754], [1.078, 1.359, -9.415], [4.211, 0.213, 5.308], [-0.309, 1.933, 5.838], [-2.940, 3.926, 6.691], [-0.614, 1.214, -4.561], [0.346, 1.452, -7.378]]
}

=====

{
  "formula": "C3H9NOP",
  "method": "ωB97M-V with the def2-TZVPD basis set",
  "lumo_energy_ev": -3.60,
  "homo_energy_ev": -13.608,
  "total_charge": 1,
  "smiles": "C=C[C@H]([NH3+])PO",
  "fmax_ha_per_bohr": 0.1056,
  "molar_mass_da": 106.08,
  "e_above_lowest_kcal_mol": 37.8,
  "energy_ha": -590.71819,
  "species": ["H", "H", "P", "H", "H", "H", "H", "C", "H", "H", "N", "O", "C", "C", "H"],
  "xyz": [[-0.838, 1.619, 1.118], [0.420, -0.525, 1.589], [-1.371, -0.840, -0.403], [1.117, -1.705, -0.598], [-3.169, -1.056, 1.051], [1.476, 0.007, -0.896], [-0.548, -2.076, -0.531], [-0.090, 1.197, 0.388], [0.168, 2.972, -0.930], [2.309, -0.694, 0.224], [1.432, -0.671, -0.218], [-2.330, -1.415, 0.691], [0.208, -0.192, 0.544], [0.319, 1.942, -0.641], [0.897, 1.439, -1.388]]
}

=====

Question: Which formula does entry 8 have?
Answer: C3H9NOP